Arrangement one

The following is a quantum chemistry calculation of 2 unconnected molecules or ions with the total composition C5H10O, from OMol25.

Atoms and positions in Å:
C1 0.0338 0.0591 -0.9949
C2 0.4699 0.2388 0.3846
C3 -0.6098 -0.7416 0.3760
O1 -2.4023 -1.5705 -1.9036
C4 0.7457 1.4286 1.2153
C5 1.7711 0.3337 1.0756
H1 -0.5030 0.8854 -1.4496
H2 0.6721 -0.5110 -1.6605
H3 -1.4989 -1.3234 -1.5675
H4 -1.5536 -0.4919 0.8470
H5 -0.3830 -1.8005 0.3888
H6 -2.8764 -0.7347 -1.7907
H7 0.2361 1.5087 2.1703
H8 0.9356 2.3742 0.7164
H9 2.6461 0.5418 0.4674
H10 1.9478 -0.3112 1.9311

frontier orbital gap: 0.39542 Ha
LUMO level: 0.94 eV
multiplicity: 1
SMILES: C1CC12CC2.O

Here are the natural (NBO) charges for atoms 1 to 4, given in e:
1. C -0.419
2. C -0.137
3. C -0.386
4. O -0.955

Arrangement two

The following is a quantum chemistry calculation of a single C5H10O molecule, from OMol25.

Atoms and positions in Å:
C1 -0.0616 -0.5200 1.9514
C2 -0.5801 -0.6943 0.5242
C3 -0.1568 0.4252 -0.4068
O1 -0.7679 1.6601 -0.1333
C4 1.2541 0.5581 -0.8680
C5 0.1792 0.1301 -1.8417
H1 -0.5345 -1.2340 2.6341
H2 -0.2638 0.4923 2.3162
H3 1.0211 -0.6850 1.9991
H4 -1.6805 -0.7300 0.5242
H5 -0.2436 -1.6557 0.1160
H6 -1.6928 1.5823 -0.4012
H7 1.6291 1.5732 -0.9616
H8 1.9829 -0.1781 -0.5405
H9 -0.1314 0.8508 -2.5929
H10 0.1726 -0.9065 -2.1703

frontier orbital gap: 0.39616 Ha
LUMO level: 1.03 eV
multiplicity: 1
SMILES: CCC1(O)CC1

Here are the natural (NBO) charges for atoms 1 to 4, given in e:
1. C -0.609
2. C -0.408
3. C 0.229
4. O -0.704

The least stable of the structures above is arrangement one, whereas arrangement two is the most stable.